Entry 1:
40
Properties=species:S:1:pos:R:3:lowdin_spin:R:1 method="wB97M-V/def2-TZVPD" e_homo_ev="-11.2 / -11.2" e_lumo_ev="-5.76 / -7.37" e_above_lowest_ev=0.353 charge=+1 e_tot_ev=-96857.1350 multiplicity=2 homo_lumo_gap_ev="5.469 / 3.845"
Pt 0.088 1.281 0.255 0.07
Cl 1.036 2.189 -4.493 0.00
C 0.641 0.711 -3.753 0.00
C 0.377 -0.431 -4.519 0.00
C 0.055 -1.625 -3.925 0.00
Cl -0.227 -3.004 -4.897 0.00
C -0.049 -1.739 -2.503 0.00
C -0.397 -2.901 -1.796 0.00
C -0.464 -2.865 -0.423 0.00
C -0.216 -1.676 0.258 0.00
N 0.111 -0.571 -0.398 0.00
C 0.200 -0.584 -1.764 0.00
C 0.570 0.661 -2.359 0.00
O 0.828 1.669 -1.578 0.00
H 0.432 -0.366 -5.597 0.00
H -0.607 -3.815 -2.334 0.00
H -0.731 -3.741 0.148 0.00
H -0.290 -1.613 1.336 0.00
S 2.157 1.148 1.031 0.10
C 1.916 0.141 2.447 0.11
C 3.001 -0.531 3.006 -0.02
C 2.823 -1.206 4.198 0.11
C 1.567 -1.254 4.821 0.02
C 0.482 -0.630 4.252 0.04
C 0.654 0.083 3.054 0.11
S -0.704 0.889 2.326 0.42
H 3.969 -0.504 2.523 0.00
H 3.665 -1.713 4.650 0.01
H 1.446 -1.800 5.746 0.00
H -0.494 -0.682 4.716 0.00
O -0.045 3.302 0.730 0.02
H -1.013 3.473 0.803 0.00
H 0.247 3.806 -0.051 0.00
F -2.266 0.557 -0.609 0.00
P -3.082 2.000 -0.875 0.00
F -1.613 2.548 -1.423 0.00
F -4.382 1.387 -0.239 0.00
F -3.705 3.434 -1.073 0.00
F -3.441 1.521 -2.338 0.00
F -2.541 2.450 0.648 0.00

Entry 2:
7
Properties=species:S:1:pos:R:3:nbo_charge:R:1 method="wB97M-V/def2-TZVPD" e_homo_ev=-11.6 e_lumo_ev=0.39 e_above_lowest_ev=0.172 e_tot_ev=-20755.4108 smiles="O=C=O.O=CCl" homo_lumo_gap_ev=12.035
C 1.796 -0.845 -0.337 1.04
C -1.245 0.461 0.348 0.45
O 1.923 0.164 0.235 -0.54
O 1.724 -1.840 -0.893 -0.50
O -0.503 -0.281 -0.149 -0.49
Cl -2.077 1.790 -0.587 -0.13
H -1.619 0.550 1.382 0.16

Entry 3:
148
Properties=species:S:1:pos:R:3:lowdin_charge:R:1 method="wB97M-V/def2-TZVPD" e_homo_ev=-8.0 e_lumo_ev=0.51 e_above_lowest_ev=0.228 e_tot_ev=-76919.9278 smiles=CCN(CC)CC.CCN(CC)CC.CCN(CC)CC.CCN(CC)CC.Fc1ccccc1.Fc1ccccc1.Fc1ccccc1.Fc1ccccc1.Fc1ccccc1 homo_lumo_gap_ev=8.521
C 2.489 7.655 -4.188 -0.09
C 2.856 7.259 -2.739 -0.29
N 1.930 6.414 -2.043 -0.17
C 2.216 6.283 -0.648 -0.29
C 3.520 5.707 -0.157 -0.09
C 1.860 5.122 -2.822 -0.22
C 0.627 4.316 -2.402 -0.10
H 3.216 8.372 -4.521 0.06
H 1.486 8.112 -4.139 0.09
H 2.508 6.803 -4.850 0.05
H 3.862 6.825 -2.789 0.11
H 2.934 8.232 -2.179 0.13
H 2.141 7.198 -0.097 0.11
H 1.464 5.631 -0.264 0.08
H 3.380 5.618 0.927 0.07
H 3.659 4.656 -0.628 0.10
H 4.418 6.229 -0.272 0.04
H 2.733 4.373 -2.689 0.13
H 1.721 5.422 -3.846 0.08
H 0.649 3.316 -2.903 0.07
H -0.333 4.742 -2.720 0.07
H 0.581 4.275 -1.285 0.06
C -1.066 -2.655 3.351 -0.07
C -0.690 -3.663 4.387 -0.28
N -1.572 -4.803 4.358 -0.19
C -2.817 -4.639 5.102 -0.26
C -3.840 -5.665 4.770 -0.09
C -0.903 -5.999 4.800 -0.30
C -0.123 -6.677 3.739 -0.07
H -0.491 -1.710 3.491 0.07
H -2.135 -2.386 3.411 0.06
H -0.839 -3.083 2.300 0.09
H 0.355 -4.010 4.439 0.10
H -0.764 -3.293 5.470 0.14
H -2.533 -4.739 6.125 0.11
H -3.237 -3.651 5.011 0.11
H -4.776 -5.380 5.290 0.09
H -4.016 -5.805 3.709 0.07
H -3.636 -6.630 5.085 0.04
H -1.636 -6.686 5.207 0.10
H -0.250 -5.870 5.627 0.11
H -0.722 -6.849 2.868 0.06
H 0.251 -7.612 4.168 0.09
H 0.753 -6.066 3.475 0.06
C -2.140 5.086 2.075 -0.11
C -1.138 3.958 1.964 -0.25
N -0.097 4.034 3.047 -0.18
C -0.551 4.218 4.394 -0.29
C 0.625 4.474 5.349 -0.10
C 0.989 3.070 2.762 -0.26
C 0.702 1.623 3.082 -0.08
H -1.825 6.146 2.045 0.08
H -2.918 4.950 2.843 0.07
H -2.706 5.046 1.062 0.09
H -1.604 2.954 2.007 0.10
H -0.550 3.944 1.048 0.08
H -1.188 5.120 4.433 0.11
H -1.095 3.362 4.895 0.12
H 0.268 4.501 6.385 0.07
H 1.382 3.667 5.149 0.07
H 1.090 5.431 5.187 0.06
H 1.894 3.442 3.211 0.09
H 1.295 3.153 1.689 0.11
H -0.087 1.179 2.468 0.05
H 0.488 1.486 4.159 0.08
H 1.593 1.016 2.811 0.06
C 1.908 -2.879 -4.405 -0.08
C 3.345 -2.538 -3.971 -0.25
N 3.940 -1.299 -4.425 -0.21
C 4.012 -1.300 -5.894 -0.24
C 3.790 0.119 -6.339 -0.07
C 5.234 -1.161 -3.792 -0.28
C 5.238 -0.491 -2.436 -0.06
H 1.136 -2.117 -4.428 0.05
H 1.446 -3.676 -3.882 0.05
H 1.896 -3.222 -5.460 0.07
H 3.512 -2.557 -2.887 0.11
H 3.927 -3.346 -4.360 0.10
H 3.227 -1.934 -6.321 0.11
H 4.974 -1.725 -6.096 0.11
H 4.444 0.741 -5.696 0.08
H 2.797 0.443 -6.073 0.07
H 3.881 0.317 -7.355 0.05
H 5.730 -2.122 -3.812 0.11
H 5.748 -0.564 -4.498 0.09
H 6.250 -0.525 -2.070 0.07
H 4.985 0.582 -2.574 0.08
H 4.498 -0.902 -1.764 0.06
F -4.482 3.680 -6.143 0.06
C -3.973 3.131 -5.028 -0.28
C -4.349 3.604 -3.776 0.00
C -3.692 3.021 -2.667 -0.08
C -2.630 2.143 -2.797 -0.09
C -2.395 1.690 -4.050 -0.10
C -2.996 2.156 -5.184 -0.01
H -5.195 4.246 -3.650 0.11
H -4.016 3.317 -1.673 0.10
H -2.099 1.754 -1.909 0.10
H -1.689 0.900 -4.164 0.10
H -2.862 1.771 -6.159 0.11
F 2.950 -5.730 2.143 0.06
C 2.686 -4.423 2.175 -0.31
C 2.166 -3.835 1.040 0.00
C 2.072 -2.458 1.013 -0.07
C 2.507 -1.746 2.109 -0.10
C 2.913 -2.370 3.273 -0.08
C 3.084 -3.742 3.300 -0.02
H 1.817 -4.394 0.181 0.10
H 1.659 -1.846 0.234 0.09
H 2.250 -0.683 2.092 0.08
H 3.144 -1.832 4.196 0.11
H 3.434 -4.239 4.153 0.11
F 0.503 -5.595 -1.348 0.02
C -0.809 -5.295 -1.011 -0.23
C -1.729 -5.046 -2.084 -0.02
C -3.012 -4.956 -1.738 -0.12
C -3.412 -4.929 -0.445 -0.11
C -2.514 -5.136 0.565 -0.09
C -1.194 -5.354 0.288 -0.04
H -1.466 -4.954 -3.101 0.11
H -3.706 -4.765 -2.543 0.12
H -4.397 -4.560 -0.186 0.10
H -2.827 -5.073 1.654 0.12
H -0.452 -5.587 1.047 0.11
F -5.004 -0.730 4.441 0.00
C -4.892 -0.635 3.038 -0.25
C -4.408 0.602 2.656 -0.02
C -4.379 0.863 1.295 -0.06
C -4.791 -0.148 0.330 -0.07
C -5.179 -1.355 0.830 -0.10
C -5.279 -1.631 2.188 -0.02
H -4.121 1.386 3.390 0.13
H -3.921 1.744 0.912 0.08
H -4.916 0.206 -0.643 0.08
H -5.596 -2.107 0.169 0.10
H -5.669 -2.574 2.566 0.12
F -0.418 1.998 0.057 0.02
C -0.272 0.766 -0.477 -0.29
C 0.650 0.628 -1.473 -0.02
C 0.669 -0.567 -2.163 -0.09
C -0.165 -1.587 -1.779 -0.12
C -1.025 -1.489 -0.726 -0.09
C -1.168 -0.281 -0.067 0.01
H 1.355 1.474 -1.806 0.14
H 1.324 -0.726 -3.031 0.09
H -0.148 -2.554 -2.338 0.10
H -1.670 -2.340 -0.420 0.11
H -1.836 -0.194 0.790 0.10

Entry 4:
14
Properties=species:S:1:pos:R:3:nbo_charge:R:1 method="wB97M-V/def2-TZVPD" e_homo_ev=-9.4 e_lumo_ev=1.01 e_above_lowest_ev=2.982 e_tot_ev=-8833.2208 smiles="O[C@@H]1C=C[C@@]12CN2" homo_lumo_gap_ev=10.378
C 0.647 1.407 0.988 -0.25
N 1.308 0.107 1.161 -0.58
C 0.343 0.272 0.097 0.01
C -0.999 -0.483 -0.067 0.07
C -0.653 -0.483 -1.548 -0.22
C 0.543 0.093 -1.375 -0.15
O -1.076 -1.741 0.561 -0.70
H -0.119 1.714 1.699 0.20
H 1.297 2.208 0.643 0.20
H 0.878 -0.415 1.923 0.36
H -1.893 0.067 0.245 0.18
H -1.205 -0.826 -2.418 0.21
H -0.415 -2.306 0.135 0.47
H 1.345 0.387 -2.045 0.21